No. 1
C3H2N2OS | ωB97M-V/def2-TZVPD

- 2S+1: 3
- M: 114.1 u
- HOMO-LUMO gap (spin up / spin down): 7.29 / 6.65 eV
- Relative energy (zero: lowest compared OMol25 entry of this formula, charge and spin): 409.7 kJ/mol
- Max |F|: 8.325 eV/Å
- E_LUMO (spin up / spin down): -0.034 / -4.044 eV

Cartesian coordinates (Å):
C -1.15841 0.41801 0.07484
C -0.74170 -0.78196 -0.25238
C -0.35243 1.56902 -0.00343
N 0.29412 2.51216 -0.05939
N 0.96383 -0.90300 -1.00341
O 2.10130 -0.76879 1.26354
S 2.22314 -0.86802 -0.17777
H -2.17157 0.58341 0.43069
H -1.15828 -1.76083 -0.27270

=====

No. 2
C4H10OS2 | ωB97M-V/def2-TZVPD

- M: 138.3 u
- HOMO-LUMO gap: 9.09 eV
- Relative energy (zero: lowest compared OMol25 entry of this formula, charge and spin): 150.1 kJ/mol
- Max |F|: 3.384 eV/Å
- E_LUMO: 0.833 eV

Cartesian coordinates (Å):
C 2.43162 -1.18492 1.99155
S 2.85078 0.10287 0.87101
S 1.15271 0.82887 0.14990
C 0.21246 -0.61389 -0.69828
C -1.11281 -0.03379 -1.24363
C -1.67718 1.25363 -0.66306
O -2.66985 1.75414 -1.52852
H 2.31414 -2.21948 1.65456
H 1.59926 -0.91328 2.64022
H 3.33322 -1.32510 2.60406
H -0.00721 -0.99660 0.29597
H 0.83179 -1.28140 -1.28744
H -0.95912 0.17144 -2.31214
H -1.82954 -0.83965 -1.14812
H -0.97573 2.07006 -0.49971
H -2.07188 0.98415 0.32759
H -3.42267 2.24297 -1.15396

=====

No. 3
C30H34GdGeN6O | ωB97M-V/def2-TZVPD

- 2S+1: 8
- Net charge: +1
- M: 724.5 u
- HOMO-LUMO gap (spin up / spin down): 6.31 / 6.25 eV
- Relative energy (zero: lowest compared OMol25 entry of this formula, charge and spin): 0.0 kJ/mol
- Max |F|: 0.699 eV/Å
- E_LUMO (spin up / spin down): -3.023 / -3.045 eV

Cartesian coordinates (Å):
Gd 0.00883 -0.58708 -0.17191
O 0.76725 -1.93917 1.80561
C 0.18844 -1.76101 3.10118
C -1.20107 -1.20528 2.95358
C -2.06188 -1.21769 4.04595
C -3.32924 -0.68892 3.90478
C -3.71927 -0.17159 2.67584
C -2.80392 -0.19242 1.64674
N -1.56683 -0.68907 1.78088
H 1.69905 -2.16950 1.89705
H 0.79164 -1.06066 3.68331
H 0.14251 -2.71617 3.62747
H -1.73252 -1.64003 4.98671
H -4.01508 -0.68415 4.74204
H -4.70396 0.24542 2.52105
H -3.06143 0.21399 0.67331
N -1.51747 -2.67308 -0.65250
C -2.22546 -2.55893 -1.90290
C -3.35578 -3.26575 -2.17829
C -3.99048 -3.16232 -3.44001
C -3.44817 -2.38579 -4.41709
C -2.27478 -1.63508 -4.15609
C -1.64309 -0.83020 -5.13509
C -0.52434 -0.12486 -4.81911
C -0.05719 -0.16012 -3.48850
N -0.61565 -0.89112 -2.55443
C -1.68737 -1.67849 -2.88088
H -2.12520 -3.06435 0.05852
H -0.75290 -3.33696 -0.76505
H -3.75949 -3.94011 -1.43161
H -4.88940 -3.73189 -3.63164
H -3.90067 -2.33071 -5.39916
H -2.05823 -0.79418 -6.13551
H -0.01098 0.48433 -5.54861
H 0.80196 0.43489 -3.19537
C 2.87025 1.17030 4.38421
C 3.83065 0.87641 3.42111
C 3.51349 0.82828 2.07257
C 2.20001 1.07269 1.65921
C 1.23092 1.35946 2.62334
C 1.57088 1.41649 3.97028
N 1.84946 0.99272 0.30516
N 2.93369 0.81804 -0.62577
C 2.93174 -0.36446 -1.19769
C 3.95731 -0.58885 -2.20029
C 4.00580 -1.74737 -2.88568
C 3.05358 -2.78501 -2.62556
C 2.12937 -2.54782 -1.67130
N 2.03329 -1.38810 -0.94380
H 3.13582 1.22147 5.43129
H 4.85483 0.69716 3.72424
H 4.26511 0.61583 1.32655
H 0.20811 1.54955 2.32939
H 0.80547 1.66379 4.69789
H 4.66146 0.21419 -2.36591
H 4.77469 -1.89870 -3.63377
H 3.07561 -3.72831 -3.15048
H 1.40830 -3.32287 -1.42334
C 1.41676 4.57700 0.83963
Ge -0.03525 3.39303 0.34935
C -1.35037 3.37351 1.79690
C -0.97892 4.00625 -1.24426
C 0.64363 1.64971 -0.23935
H 1.01986 5.53899 1.17033
H 2.08280 4.74091 -0.00761
H 1.99473 4.13822 1.65398
H -1.97260 4.26616 1.70808
H -0.87311 3.39026 2.77721
H -2.00781 2.50287 1.74050
H -1.47235 4.96566 -1.08514
H -1.74224 3.27418 -1.51974
H -0.28617 4.11119 -2.08067
H 0.89335 1.85519 -1.28118

=====

- Which of these has the highest relative energy (zero: lowest compared OMol25 entry of this formula, charge and spin)?
  C3H2N2OS